C57H132Cl4OS | wB97M-V/def2-TZVPD

Last columns: bonded neighbours and bond lengths (Å).
Positions of all 195 atoms, in Å:
1 C 1.37928 6.03192 -1.34091  S2 1.814, H5 1.091, H6 1.090, H7 1.091
2 S -0.04851 4.91758 -1.24230  C1 1.814, O3 1.505, C4 1.807
3 O 0.34510 3.83399 -0.27423  S2 1.505
4 C -1.18644 5.97637 -0.32071  S2 1.807, H8 1.089, H9 1.090, H10 1.091
5 H 1.83909 6.18748 -0.36374  C1 1.091
6 H 1.15575 6.99449 -1.80203  C1 1.090
7 H 2.15107 5.55371 -1.94595  C1 1.091
8 H -1.98424 5.29893 -0.01855  C4 1.089
9 H -1.62924 6.82037 -0.85057  C4 1.090
10 H -0.68795 6.38514 0.55915  C4 1.091
11 C -2.59047 0.02257 -4.99786  Cl12 1.762, Cl13 1.775, Cl14 1.798, Cl15 1.783
12 Cl -2.68635 -0.82058 -6.54257  C11 1.762
13 Cl -3.75548 1.35466 -4.85847  C11 1.775
14 Cl -2.95174 -1.12522 -3.66185  C11 1.798
15 Cl -0.92638 0.62465 -4.78413  C11 1.783
16 C 7.41751 -2.20007 1.55798  C17 1.535, H22 1.089, H23 1.093, H24 1.092
17 C 8.10629 -1.08997 2.36403  C16 1.535, C18 1.535, H25 1.095, H26 1.096
18 C 7.19771 0.09037 2.73424  C17 1.535, C19 1.528, H27 1.094, H28 1.093
19 C 6.16657 -0.25893 3.80709  C18 1.528, C20 1.530, H29 1.091, H30 1.096
20 C 5.39366 0.98679 4.24531  C19 1.530, C21 1.545, H31 1.097, H32 1.089
21 C 4.22766 1.40611 3.32323  C20 1.545, H33 1.089, H34 1.088, H35 1.091
22 H 8.15432 -2.70528 0.93594  C16 1.089
23 H 6.61732 -1.79923 0.92973  C16 1.093
24 H 6.90429 -2.91799 2.20118  C16 1.092
25 H 8.63969 -1.45621 3.24681  C17 1.095
26 H 8.93101 -0.70976 1.74977  C17 1.096
27 H 6.71373 0.42346 1.81165  C18 1.094
28 H 7.87601 0.82809 3.16980  C18 1.093
29 H 5.50124 -1.07479 3.51958  C19 1.091
30 H 6.80656 -0.61034 4.62451  C19 1.096
31 H 4.86283 0.73505 5.17213  C20 1.097
32 H 6.05404 1.82489 4.46473  C20 1.089
33 H 3.51922 0.58628 3.21083  C21 1.089
34 H 3.67052 2.21168 3.79771  C21 1.088
35 H 4.63622 1.63369 2.33743  C21 1.091
36 C 1.59507 -2.01518 -4.74036  C37 1.537, H42 1.093, H43 1.093, H44 1.090
37 C 0.90152 -2.79702 -3.61286  C36 1.537, C38 1.537, H45 1.089, H46 1.091
38 C 1.09733 -4.30748 -3.81930  C37 1.537, C39 1.534, H47 1.094, H48 1.094
39 C 0.47161 -5.11633 -2.67592  C38 1.534, C40 1.525, H49 1.096, H50 1.096
40 C 0.71814 -6.61932 -2.74258  C39 1.525, C41 1.537, H51 1.096, H52 1.093
41 C -0.08821 -7.42513 -1.71236  C40 1.537, H53 1.089, H54 1.089, H55 1.095
42 H 1.20414 -2.38015 -5.69410  C36 1.093
43 H 2.67617 -2.17190 -4.77752  C36 1.093
44 H 1.46407 -0.93392 -4.70933  C36 1.090
45 H 1.29749 -2.43760 -2.66376  C37 1.089
46 H -0.17913 -2.69043 -3.72190  C37 1.091
47 H 2.13830 -4.59746 -3.98795  C38 1.094
48 H 0.55427 -4.63710 -4.71036  C38 1.094
49 H 0.80511 -4.80462 -1.67997  C39 1.096
50 H -0.60048 -4.88894 -2.68030  C39 1.096
51 H 0.47513 -7.03223 -3.72861  C40 1.096
52 H 1.78636 -6.81392 -2.61826  C40 1.093
53 H -1.16565 -7.33147 -1.83800  C41 1.089
54 H 0.22224 -8.46808 -1.73900  C41 1.089
55 H 0.15779 -7.01868 -0.72633  C41 1.095
56 C -1.92926 2.99166 9.14167  C57 1.531, H62 1.093, H63 1.092, H64 1.090
57 C -1.68062 2.92576 7.63234  C56 1.531, C58 1.526, H65 1.091, H66 1.092
58 C -2.72635 2.05602 6.94118  C57 1.526, C59 1.533, H67 1.095, H68 1.094
59 C -2.43766 1.88273 5.44529  C58 1.533, C60 1.526, H69 1.094, H70 1.097
60 C -3.54020 1.13512 4.70121  C59 1.526, C61 1.522, H71 1.095, H72 1.096
61 C -3.31892 0.97411 3.20396  C60 1.522, H73 1.095, H74 1.090, H75 1.091
62 H -1.23435 3.67283 9.64039  C56 1.093
63 H -1.75818 2.00347 9.57313  C56 1.092
64 H -2.91871 3.35700 9.41850  C56 1.090
65 H -1.66807 3.94458 7.24155  C57 1.091
66 H -0.70679 2.46884 7.44414  C57 1.092
67 H -3.74210 2.45096 7.04877  C58 1.095
68 H -2.79013 1.07902 7.43034  C58 1.094
69 H -2.23425 2.83277 4.94193  C59 1.094
70 H -1.52321 1.29231 5.31076  C59 1.097
71 H -3.66003 0.15768 5.17927  C60 1.095
72 H -4.50689 1.64141 4.80657  C60 1.096
73 H -2.27381 0.70519 3.01821  C61 1.095
74 H -3.94021 0.19181 2.76863  C61 1.090
75 H -3.54400 1.91995 2.70861  C61 1.091
76 C -3.58053 -2.78757 5.32230  C77 1.531, H82 1.093, H83 1.092, H84 1.090
77 C -2.34382 -2.24312 6.04135  C76 1.531, C78 1.527, H85 1.091, H86 1.095
78 C -1.19106 -2.01223 5.06612  C77 1.527, C79 1.525, H87 1.092, H88 1.092
79 C 0.03796 -1.42993 5.75523  C78 1.525, C80 1.540, H89 1.095, H90 1.092
80 C 1.21691 -1.32429 4.76957  C79 1.540, C81 1.529, H91 1.095, H92 1.101
81 C 0.99819 -0.36595 3.59809  C80 1.529, H93 1.087, H94 1.090, H95 1.093
82 H -3.94977 -2.07941 4.57545  C76 1.093
83 H -4.42265 -2.93520 6.00107  C76 1.092
84 H -3.36699 -3.72611 4.80986  C76 1.090
85 H -2.56679 -1.34423 6.61868  C77 1.091
86 H -2.02782 -3.01739 6.74807  C77 1.095
87 H -1.54718 -1.33637 4.28547  C78 1.092
88 H -0.91799 -2.98384 4.64900  C78 1.092
89 H -0.03661 -0.41445 6.15920  C79 1.095
90 H 0.34499 -2.08475 6.57384  C79 1.092
91 H 2.20619 -1.12575 5.19542  C80 1.095
92 H 1.38486 -2.33119 4.35699  C80 1.101
93 H 1.67827 -0.52899 2.76630  C81 1.087
94 H -0.02028 -0.49689 3.23246  C81 1.090
95 H 1.16948 0.63880 3.99217  C81 1.093
96 C -2.80717 1.90992 -0.56261  C97 1.531, H102 1.091, H103 1.090, H104 1.091
97 C -1.47582 1.23633 -0.21881  C96 1.531, C98 1.529, H105 1.094, H106 1.097
98 C -0.68983 0.82727 -1.46533  C97 1.529, C99 1.538, H107 1.089, H108 1.088
99 C 0.82246 0.60196 -1.29731  C98 1.538, C100 1.525, H109 1.098, H110 1.096
100 C 1.22790 -0.20513 -0.06903  C99 1.525, C101 1.535, H111 1.095, H112 1.092
101 C 2.72520 -0.53237 0.01401  C100 1.535, H113 1.090, H114 1.092, H115 1.091
102 H -3.48027 1.25667 -1.11952  C96 1.091
103 H -2.61018 2.79469 -1.16839  C96 1.090
104 H -3.32562 2.14220 0.36908  C96 1.091
105 H -0.92631 1.87389 0.48069  C97 1.094
106 H -1.62642 0.34266 0.39885  C97 1.097
107 H -0.69472 1.56220 -2.26922  C98 1.089
108 H -1.19629 -0.07272 -1.80872  C98 1.088
109 H 1.24599 0.18483 -2.22052  C99 1.098
110 H 1.26082 1.60478 -1.24853  C99 1.096
111 H 1.01313 0.49103 0.74811  C100 1.095
112 H 0.62274 -1.10259 0.07248  C100 1.092
113 H 2.97164 -0.94752 0.99125  C101 1.090
114 H 2.98384 -1.26013 -0.75863  C101 1.092
115 H 3.33338 0.35675 -0.15608  C101 1.091
116 C -6.71264 2.75575 -3.41221  C117 1.528, H122 1.093, H123 1.089, H124 1.091
117 C -6.46328 1.56169 -2.49183  C116 1.528, C118 1.539, H125 1.091, H126 1.095
118 C -7.08290 0.26935 -3.05301  C117 1.539, C119 1.539, H127 1.094, H128 1.095
119 C -6.68876 -0.98064 -2.24661  C118 1.539, C120 1.542, H129 1.090, H130 1.091
120 C -7.38318 -2.17970 -2.92316  C119 1.542, C121 1.529, H131 1.091, H132 1.093
121 C -7.04145 -3.56343 -2.37086  C120 1.529, H133 1.091, H134 1.094, H135 1.095
122 H -6.11147 3.60893 -3.08612  C116 1.093
123 H -7.74672 3.09814 -3.40861  C116 1.089
124 H -6.40918 2.54256 -4.43832  C116 1.091
125 H -5.41254 1.34717 -2.28975  C117 1.091
126 H -6.85031 1.71729 -1.47974  C117 1.095
127 H -6.77319 0.16542 -4.09750  C118 1.094
128 H -8.17218 0.37399 -3.08039  C118 1.095
129 H -5.59869 -0.97801 -2.26143  C119 1.090
130 H -7.14562 -0.93517 -1.25683  C119 1.091
131 H -8.46101 -2.01854 -2.86713  C120 1.091
132 H -7.07627 -2.17145 -3.97259  C120 1.093
133 H -5.95624 -3.64681 -2.29902  C121 1.091
134 H -7.48773 -3.85932 -1.41716  C121 1.094
135 H -7.44833 -4.36532 -2.99497  C121 1.095
136 C -1.22019 -4.12471 0.34180  C137 1.511, H142 1.092, H143 1.094, H144 1.094
137 C -2.14056 -3.53235 1.38339  C136 1.511, C138 1.553, H145 1.095, H146 1.090
138 C -3.60068 -3.53307 0.85318  C137 1.553, C139 1.516, H147 1.095, H148 1.100
139 C -4.63848 -2.84603 1.71880  C138 1.516, C140 1.526, H149 1.098, H150 1.094
140 C -5.97605 -2.59290 1.02976  C139 1.526, C141 1.546, H151 1.092, H152 1.090
141 C -7.12048 -2.14400 1.96727  C140 1.546, H153 1.092, H154 1.093, H155 1.088
142 H -1.64176 -4.99416 -0.16771  C136 1.092
143 H -0.26355 -4.46914 0.74492  C136 1.094
144 H -0.96090 -3.41539 -0.44930  C136 1.094
145 H -2.20070 -4.15027 2.28517  C137 1.095
146 H -1.89238 -2.51764 1.69636  C137 1.090
147 H -3.95268 -4.53982 0.60383  C138 1.095
148 H -3.54048 -3.07427 -0.14525  C138 1.100
149 H -4.89054 -3.46798 2.58814  C139 1.098
150 H -4.22227 -1.94211 2.17268  C139 1.094
151 H -5.85147 -1.78159 0.30921  C140 1.092
152 H -6.37186 -3.46324 0.50728  C140 1.090
153 H -8.03267 -2.02110 1.37914  C141 1.092
154 H -7.37219 -2.97152 2.63611  C141 1.093
155 H -6.89786 -1.23084 2.51481  C141 1.088
156 C 10.79207 0.27835 -1.24443  C157 1.525, H162 1.092, H163 1.092, H164 1.094
157 C 9.59110 -0.63856 -1.45402  C156 1.525, C158 1.543, H165 1.093, H166 1.091
158 C 8.25744 0.11540 -1.27193  C157 1.543, C159 1.521, H167 1.094, H168 1.093
159 C 7.11742 -0.49953 -2.06982  C158 1.521, C160 1.525, H169 1.097, H170 1.097
160 C 5.83406 0.32486 -2.05935  C159 1.525, C161 1.529, H171 1.095, H172 1.089
161 C 4.74981 -0.28667 -2.94744  C160 1.529, H173 1.090, H174 1.098, H175 1.091
162 H 11.71367 -0.26786 -1.03384  C156 1.092
163 H 10.64081 1.02839 -0.46535  C156 1.092
164 H 11.02002 0.85681 -2.14425  C156 1.094
165 H 9.61117 -1.00545 -2.48350  C157 1.093
166 H 9.59252 -1.50334 -0.78888  C157 1.091
167 H 8.41756 1.15635 -1.56838  C158 1.094
168 H 8.04451 0.11379 -0.19948  C158 1.093
169 H 7.49033 -0.72362 -3.07633  C159 1.097
170 H 6.87914 -1.49605 -1.67924  C159 1.097
171 H 5.41501 0.21276 -1.05406  C160 1.095
172 H 5.99547 1.37282 -2.30828  C160 1.089
173 H 3.78792 0.18369 -2.74296  C161 1.090
174 H 4.93910 -0.08868 -4.01078  C161 1.098
175 H 4.75016 -1.37652 -2.89877  C161 1.091
176 C 2.22988 2.22195 -5.26193  C177 1.523, H182 1.091, H183 1.088, H184 1.095
177 C 1.38023 3.24199 -6.00904  C176 1.523, C178 1.536, H185 1.093, H186 1.091
178 C 0.57340 4.10766 -5.02902  C177 1.536, C179 1.536, H187 1.098, H188 1.095
179 C -0.29020 5.16892 -5.72697  C178 1.536, C180 1.520, H189 1.094, H190 1.097
180 C -0.68468 6.25825 -4.74289  C179 1.520, C181 1.521, H191 1.095, H192 1.097
181 C -1.75718 7.21659 -5.23864  C180 1.521, H193 1.092, H194 1.090, H195 1.094
182 H 2.80339 2.61777 -4.42238  C176 1.091
183 H 2.86204 1.60734 -5.89984  C176 1.088
184 H 1.52836 1.55610 -4.74751  C176 1.095
185 H 2.03910 3.93262 -6.54188  C177 1.093
186 H 0.63473 2.84839 -6.70183  C177 1.091
187 H 1.26318 4.59205 -4.32550  C178 1.098
188 H -0.06130 3.51357 -4.36283  C178 1.095
189 H 0.16791 5.51392 -6.65813  C179 1.094
190 H -1.21142 4.67863 -6.06470  C179 1.097
191 H -0.95997 5.70385 -3.83921  C180 1.095
192 H 0.15737 6.86024 -4.38008  C180 1.097
193 H -1.92303 7.99275 -4.48923  C181 1.092
194 H -1.53147 7.69130 -6.19392  C181 1.090
195 H -2.70751 6.69733 -5.39076  C181 1.094

The frontier orbital gap is 9.409 eV. As for the largest force on an atom: 0.03772 hartree/bohr.